Entry 1:
Formula: C5H13NO
Source: OMol25
Level of theory: ωB97M-V/def2-TZVPD

Atoms and positions in Å:
C: -0.453 0.693 -3.083
N: -0.027 0.942 -1.724
C: 0.703 -0.008 -0.969
C: -0.127 -0.809 0.069
C: -0.169 -0.085 1.414
C: 1.182 -0.170 2.129
O: -1.098 -0.637 2.319
H: -1.487 1.008 -3.235
H: -0.359 -0.367 -3.266
H: 0.206 1.207 -3.794
H: -0.053 1.880 -1.369
H: 1.627 0.310 -0.459
H: 1.240 -0.756 -1.575
H: -1.136 -0.800 -0.338
H: 0.380 -1.757 0.295
H: -0.358 0.988 1.238
H: 2.003 0.201 1.541
H: 1.166 0.368 3.072
H: 1.260 -1.208 2.442
H: -1.989 -0.643 1.963

Calculated values
HOMO   -0.306 hartree
2S+1   1
LUMO level   1.05 eV
Frontier orbital gap   9.4 eV
Structure (SMILES)   CNCC[C@H](C)O
Strongest force on any atom   2.3 eV/Å


Entry 2:
Formula: C22H38Br2ClIrN2O9SSi
Source: OMol25
Level of theory: ωB97M-V/def2-TZVPD

Atoms and positions in Å:
Ir: 0.572 0.197 -1.309
C: 2.552 1.449 2.082
C: 1.672 0.238 2.344
C: 2.458 -1.045 2.170
C: 1.043 0.282 3.730
O: 0.586 0.255 1.316
Si: -0.955 0.812 1.519
S: -1.531 1.024 -0.605
O: -1.850 -0.354 2.160
C: -3.209 -0.354 2.722
C: -3.654 -1.803 2.742
C: -4.127 0.481 1.842
C: -3.128 0.211 4.131
O: -1.096 2.207 2.267
C: -1.053 3.653 2.093
C: -2.488 4.140 2.005
C: -0.282 4.004 0.828
C: -0.363 4.207 3.324
H: 3.422 1.430 2.739
H: 1.999 2.375 2.260
H: 2.909 1.436 1.046
H: 3.269 -1.068 2.900
H: 2.892 -1.110 1.176
H: 1.819 -1.916 2.336
H: 1.827 0.228 4.486
H: 0.368 -0.568 3.868
H: 0.474 1.207 3.883
H: -3.799 -2.178 1.725
H: -4.605 -1.890 3.271
H: -2.915 -2.419 3.258
H: -4.096 0.123 0.809
H: -3.827 1.536 1.861
H: -5.156 0.411 2.201
H: -2.496 -0.422 4.759
H: -4.126 0.256 4.572
H: -2.705 1.218 4.112
H: -2.974 3.742 1.108
H: -2.515 5.230 1.960
H: -3.050 3.814 2.883
H: -0.767 3.561 -0.049
H: 0.748 3.638 0.893
H: -0.259 5.086 0.696
H: -0.901 3.904 4.224
H: -0.342 5.299 3.281
H: 0.664 3.843 3.392
Br: -2.807 -1.921 -1.464
C: -1.584 -2.941 -0.395
Br: 0.274 -2.581 -0.808
H: -1.737 -3.986 -0.622
H: -1.741 -2.690 0.643
N: 1.423 2.224 -1.915
H: 2.422 2.016 -2.102
H: 1.369 3.013 -1.278
H: 0.968 2.468 -2.791
O: 2.084 0.310 -4.344
C: 1.151 -0.423 -4.124
O: 0.158 -0.096 -3.264
C: 1.032 -1.772 -4.752
C: 1.947 -2.161 -5.725
C: 1.913 -3.452 -6.231
C: 0.999 -4.373 -5.736
C: 0.108 -3.966 -4.763
C: 0.081 -2.670 -4.291
N: -0.815 -4.956 -4.166
O: -0.934 -6.030 -4.714
O: -1.399 -4.633 -3.138
H: 2.675 -1.441 -6.081
H: 2.615 -3.751 -6.998
H: 0.976 -5.394 -6.090
H: -0.679 -2.360 -3.589
Cl: 4.296 -2.720 -2.306
C: 4.488 -0.993 -2.678
C: 3.578 -0.070 -1.893
O: 3.906 1.110 -1.804
O: 2.494 -0.624 -1.380
H: 4.229 -0.825 -3.720
H: 5.507 -0.684 -2.494

Calculated values
Net charge   +1
HOMO (alpha / beta)   -0.421 / -0.459 hartree
2S+1   6
LUMO level (alpha / beta)   -2.76 / -6.16 eV
Frontier orbital gap (alpha / beta)   8.7 / 6.3 eV
Strongest force on any atom   0.9 eV/Å


Entry 3:
Formula: C52H116N6O4
Source: OMol25
Level of theory: ωB97M-V/def2-TZVPD

Atoms and positions in Å:
N: 0.583 0.455 0.295
O: 1.424 -0.188 -0.239
O: 0.575 0.614 1.505
O: -0.233 0.951 -0.405
C: 3.267 3.612 1.468
C: 2.743 4.208 2.791
C: 1.411 4.896 2.639
C: 0.273 3.882 2.152
N: -1.166 4.481 2.259
C: -2.307 3.326 2.123
C: -3.463 4.009 1.340
C: -3.050 5.455 0.941
C: -1.485 5.348 1.011
C: -1.385 5.189 3.659
C: -1.033 4.431 4.946
C: -1.909 4.892 6.081
H: 4.297 3.294 1.630
H: 3.236 4.455 0.779
H: 2.674 2.779 1.090
H: 3.462 4.827 3.327
H: 2.575 3.413 3.517
H: 1.676 5.621 1.869
H: 1.164 5.504 3.510
H: 0.214 3.098 2.907
H: 0.319 3.474 1.142
H: -2.640 2.859 3.050
H: -1.917 2.468 1.575
H: -4.306 3.947 2.029
H: -3.687 3.516 0.394
H: -3.492 6.265 1.521
H: -3.411 5.696 -0.059
H: -1.061 6.346 1.123
H: -0.927 4.879 0.201
H: -2.457 5.384 3.662
H: -0.930 6.161 3.467
H: -0.029 4.540 5.355
H: -1.220 3.407 4.622
H: -2.939 4.593 5.885
H: -1.967 5.980 6.120
H: -1.538 4.516 7.034
C: -4.839 4.350 -3.816
C: -3.834 3.398 -3.052
C: -2.513 3.286 -3.833
C: -1.437 2.369 -3.105
N: -0.022 2.326 -3.771
C: 0.898 1.079 -3.369
C: 1.831 0.801 -4.524
C: 1.052 1.352 -5.700
C: -0.207 1.996 -5.210
C: 0.902 3.605 -3.681
C: 1.435 4.116 -2.336
C: 2.722 4.873 -2.527
H: -4.279 5.245 -4.086
H: -5.653 4.635 -3.149
H: -5.311 3.956 -4.716
H: -4.318 2.428 -2.930
H: -3.664 3.686 -2.015
H: -2.098 4.268 -4.062
H: -2.828 2.936 -4.816
H: -1.801 1.341 -3.100
H: -1.454 2.637 -2.049
H: 1.433 1.285 -2.442
H: 0.186 0.271 -3.200
H: 2.772 1.278 -4.252
H: 1.979 -0.272 -4.646
H: 1.571 2.035 -6.372
H: 0.604 0.585 -6.331
H: -0.649 2.843 -5.735
H: -1.081 1.361 -5.351
H: 0.189 4.382 -3.956
H: 1.687 3.573 -4.437
H: 1.732 3.259 -1.731
H: 0.802 4.756 -1.722
H: 3.499 4.204 -2.898
H: 3.037 5.527 -1.714
H: 2.546 5.627 -3.294
C: 1.539 -4.662 -1.839
C: 2.542 -4.347 -3.012
C: 3.237 -2.955 -3.109
C: 4.774 -2.881 -3.356
N: 5.416 -1.458 -3.710
C: 5.017 -1.048 -5.114
C: 6.188 -1.434 -6.001
C: 7.385 -1.991 -5.167
C: 6.982 -1.458 -3.798
C: 5.017 -0.337 -2.661
C: 5.510 -0.503 -1.215
C: 4.973 0.663 -0.373
H: 1.289 -5.707 -2.019
H: 0.662 -4.026 -1.720
H: 2.057 -4.610 -0.881
H: 2.127 -4.701 -3.956
H: 3.346 -5.076 -2.918
H: 2.932 -2.377 -2.236
H: 2.731 -2.334 -3.849
H: 5.131 -3.563 -4.128
H: 5.231 -3.147 -2.403
H: 4.714 -0.002 -5.157
H: 4.084 -1.571 -5.325
H: 6.369 -0.472 -6.479
H: 5.870 -2.215 -6.692
H: 8.293 -1.581 -5.609
H: 7.547 -3.068 -5.133
H: 7.286 -0.414 -3.731
H: 7.259 -2.079 -2.946
H: 3.930 -0.256 -2.631
H: 5.280 0.632 -3.085
H: 6.579 -0.409 -1.024
H: 5.289 -1.519 -0.886
H: 5.590 0.774 0.519
H: 3.892 0.531 -0.316
H: 5.332 1.573 -0.854
C: 3.951 -4.338 1.524
C: 3.266 -2.932 1.462
C: 2.454 -2.650 2.744
C: 1.152 -3.435 2.845
N: 0.477 -3.447 4.264
C: -0.197 -2.129 4.615
C: -1.653 -2.148 4.076
C: -2.006 -3.571 4.467
C: -0.778 -4.334 4.109
C: 1.544 -3.911 5.260
C: 2.239 -5.239 4.906
C: 2.831 -5.945 6.078
H: 3.263 -5.143 1.782
H: 4.862 -4.338 2.121
H: 4.316 -4.512 0.512
H: 2.641 -2.912 0.570
H: 3.960 -2.096 1.376
H: 2.144 -1.606 2.711
H: 3.065 -2.995 3.579
H: 1.292 -4.496 2.639
H: 0.432 -2.909 2.218
H: -0.162 -2.091 5.704
H: 0.421 -1.363 4.147
H: -2.239 -1.403 4.613
H: -1.695 -1.784 3.049
H: -2.125 -3.600 5.550
H: -2.934 -3.907 4.003
H: -0.722 -5.213 4.751
H: -0.769 -4.709 3.085
H: 1.005 -4.071 6.194
H: 2.209 -3.072 5.465
H: 3.118 -5.145 4.269
H: 1.628 -5.837 4.230
H: 3.400 -6.769 5.648
H: 2.056 -6.215 6.795
H: 3.576 -5.257 6.478
C: -2.906 -1.276 0.194
C: -4.291 -1.112 0.915
N: -5.625 -1.587 0.261
C: -5.788 -0.631 -0.961
C: -5.363 -2.977 -0.361
C: -5.139 -4.098 0.701
C: -6.837 -1.528 1.263
C: -8.291 -1.709 0.807
O: -8.402 -3.133 0.646
C: -9.724 -3.487 0.384
H: -2.650 -2.334 0.137
H: -2.088 -0.851 0.776
H: -2.914 -0.790 -0.781
H: -4.535 -0.119 1.294
H: -4.367 -1.817 1.743
H: -5.649 0.344 -0.495
H: -6.790 -0.843 -1.336
H: -4.972 -0.823 -1.657
H: -4.716 -3.057 -1.234
H: -6.317 -3.360 -0.725
H: -5.987 -4.176 1.380
H: -4.196 -4.036 1.244
H: -5.140 -5.028 0.132
H: -6.778 -0.573 1.785
H: -6.600 -2.160 2.119
H: -8.465 -1.109 -0.086
H: -8.904 -1.412 1.658
H: -10.092 -2.867 -0.433
H: -10.378 -3.390 1.250
H: -9.750 -4.492 -0.039

Calculated values
Net charge   +4
HOMO   -0.596 hartree
2S+1   1
LUMO level   -7.28 eV
Frontier orbital gap   8.9 eV
Strongest force on any atom   6.4 eV/Å


Entry 4:
Formula: C20H25N3O2
Source: OMol25
Level of theory: ωB97M-V/def2-TZVPD

Atoms and positions in Å:
C: -1.889 0.499 -3.642
C: -0.994 1.333 -2.728
N: -1.641 2.633 -2.440
N: -2.088 2.602 -1.087
C: -2.018 1.273 -0.548
N: -1.789 1.391 0.862
C: -0.799 0.636 1.523
C: 0.359 0.295 0.845
C: 1.377 -0.502 1.588
O: 2.570 -0.508 1.290
C: 1.028 -1.226 2.888
C: -0.479 -1.185 3.245
C: -0.670 -1.541 4.765
C: -1.203 -2.224 2.349
C: -1.073 0.215 2.930
C: 0.538 0.700 -0.624
C: 1.221 2.111 -0.712
O: 2.177 2.083 -1.792
C: 2.411 0.727 -2.042
C: 3.456 0.147 -2.747
C: 3.588 -1.256 -2.830
C: 2.613 -2.061 -2.239
C: 1.525 -1.503 -1.529
C: 1.503 -0.109 -1.416
C: -0.862 0.631 -1.341
H: -2.142 0.973 -4.569
H: -1.423 -0.454 -3.862
H: -2.876 0.318 -3.156
H: -0.003 1.406 -3.194
H: -2.421 2.821 -3.061
H: -1.532 3.216 -0.514
H: -2.918 0.707 -0.731
H: -2.611 1.682 1.382
H: 1.651 -0.803 3.711
H: 1.308 -2.275 2.818
H: -0.126 -0.820 5.354
H: -0.237 -2.571 4.899
H: -1.687 -1.552 5.110
H: -2.316 -2.044 2.283
H: -0.827 -2.264 1.333
H: -1.037 -3.222 2.775
H: -0.715 0.995 3.629
H: -2.161 0.136 3.057
H: 1.733 2.286 0.288
H: 0.493 2.937 -0.797
H: 4.160 0.810 -3.201
H: 4.423 -1.732 -3.339
H: 2.668 -3.110 -2.306
H: 0.781 -2.134 -1.051
H: -1.047 -0.468 -1.423

Calculated values
HOMO   -0.300 hartree
2S+1   1
LUMO level   0.49 eV
Frontier orbital gap   8.7 eV
Structure (SMILES)   C[C@H]1NN[C@@H]2NC3=C(C(=O)CC(C)(C)C3)[C@]3(COc4ccccc43)[C@@H]21
Strongest force on any atom   2.0 eV/Å


Entry 5:
Formula: C23H50Cl8O6PS2
Source: OMol25
Level of theory: ωB97M-V/def2-TZVPD

Atoms and positions in Å:
C: 3.962 2.961 0.901
C: 4.939 3.225 -0.255
C: 4.503 4.446 -1.109
C: 5.319 1.990 -1.100
P: 4.043 0.827 -1.898
C: 5.373 -0.559 -1.984
C: 4.854 -1.900 -2.493
C: 4.280 -2.796 -1.389
O: 4.947 -2.624 -0.139
O: 3.394 0.221 -0.314
C: 1.994 0.399 -0.308
C: 1.400 0.580 1.109
C: -0.104 0.192 1.171
C: -0.875 1.057 2.178
S: -0.255 0.860 3.884
C: 1.586 1.467 -1.360
C: 0.687 2.636 -0.871
C: -0.205 3.135 -2.023
C: -1.564 2.410 -2.058
S: -2.765 3.128 -0.962
O: -3.647 2.114 -0.433
O: -2.143 4.018 -0.015
O: -3.593 4.006 -2.022
O: 2.782 2.057 -1.794
H: 4.088 3.715 1.692
H: 2.926 2.932 0.565
H: 4.189 1.988 1.354
H: 5.871 3.536 0.250
H: 4.982 5.367 -0.753
H: 4.717 4.289 -2.169
H: 3.422 4.596 -1.008
H: 5.911 2.360 -1.950
H: 6.013 1.394 -0.490
H: 4.433 1.254 -3.238
H: 3.058 -0.049 -2.530
H: 5.887 -0.682 -1.026
H: 6.132 -0.199 -2.697
H: 4.075 -1.754 -3.253
H: 5.666 -2.456 -2.987
H: 4.389 -3.856 -1.662
H: 3.207 -2.611 -1.283
H: 4.331 -2.206 0.464
H: 1.551 -0.558 -0.667
H: 2.009 0.000 1.804
H: 1.466 1.643 1.392
H: -0.260 -0.845 1.480
H: -0.526 0.328 0.167
H: -1.937 0.794 2.206
H: -0.803 2.120 1.923
H: 0.891 1.535 3.725
H: 1.028 1.001 -2.192
H: 0.048 2.363 -0.027
H: 1.341 3.455 -0.564
H: 0.288 2.950 -2.984
H: -0.352 4.219 -1.949
H: -2.000 2.413 -3.061
H: -1.450 1.378 -1.713
H: -4.378 4.322 -1.553
Cl: -0.201 -5.399 -2.676
C: -1.346 -4.711 -1.491
C: -1.822 -3.337 -1.888
Cl: -0.499 -2.158 -1.784
H: -0.845 -4.680 -0.526
H: -2.187 -5.397 -1.432
H: -2.607 -3.013 -1.205
H: -2.212 -3.330 -2.904
Cl: -5.031 -5.013 0.435
C: -5.848 -3.886 1.544
C: -5.958 -2.495 0.979
Cl: -4.387 -1.658 0.876
H: -5.298 -3.888 2.482
H: -6.847 -4.284 1.716
H: -6.577 -1.886 1.633
H: -6.399 -2.500 -0.015
Cl: -8.275 0.106 0.852
C: -8.391 1.526 1.921
C: -7.243 1.571 2.897
Cl: -7.337 0.249 4.091
H: -9.350 1.482 2.431
H: -8.369 2.410 1.286
H: -7.268 2.508 3.452
H: -6.286 1.489 2.387
Cl: 1.275 -2.782 1.344
C: 0.857 -3.727 2.789
C: -0.392 -4.552 2.600
Cl: -1.810 -3.480 2.396
H: 0.719 -3.018 3.603
H: 1.706 -4.372 3.014
H: -0.558 -5.169 3.482
H: -0.335 -5.195 1.725

Calculated values
Net charge   -1
HOMO   -0.156 hartree
2S+1   1
LUMO level   1.62 eV
Frontier orbital gap   5.9 eV
Strongest force on any atom   1.6 eV/Å


Entry 6:
Formula: C4H14N2O
Source: OMol25
Level of theory: ωB97M-V/def2-TZVPD

Atoms and positions in Å:
C: 1.902 1.471 0.864
N: 0.920 0.478 0.491
C: -0.217 0.505 1.406
C: -1.406 -0.292 0.821
C: -1.056 -1.547 0.001
N: -0.961 -1.330 -1.428
H: 1.953 1.491 1.955
H: 1.571 2.414 0.433
H: 2.877 1.108 0.530
H: 0.901 -0.395 0.008
H: -0.017 0.034 2.381
H: -0.585 1.526 1.499
H: -2.070 -0.683 1.600
H: -2.034 0.383 0.237
H: -0.181 -1.997 0.493
H: -1.750 -2.351 0.264
H: -1.628 -0.644 -1.758
H: -1.281 -2.176 -1.900
O: 1.180 1.030 -2.686
H: 0.534 0.759 -2.020
H: 1.348 0.218 -3.190

Calculated values
HOMO   -0.300 hartree
2S+1   1
LUMO level   0.92 eV
Frontier orbital gap   9.1 eV
Structure (SMILES)   CNCCCN.O
Strongest force on any atom   3.0 eV/Å


Entry 7:
Formula: C4H5N3O
Source: OMol25
Level of theory: ωB97M-V/def2-TZVPD

Atoms and positions in Å:
C: 0.273 1.365 0.494
C: 0.329 0.228 1.611
C: -0.075 -1.636 -1.279
C: 0.279 0.238 -0.484
H: -1.184 2.326 -0.464
H: 1.188 2.042 0.273
H: -0.464 0.301 2.296
H: 1.294 0.149 2.089
H: -0.398 -2.315 -2.165
N: 0.275 -0.705 0.423
N: -0.007 -1.945 0.060
N: 0.007 -0.305 -1.679
O: -0.899 2.126 0.537

Calculated values
HOMO   -0.359 hartree
2S+1   1
LUMO level   0.68 eV
Frontier orbital gap   10.4 eV
Strongest force on any atom   4.0 eV/Å


Entry 8:
Formula: C6H7ClS
Source: OMol25
Level of theory: ωB97M-V/def2-TZVPD

Atoms and positions in Å:
C: 2.334 -0.812 -0.608
C: 1.220 -0.164 -0.065
C: 0.183 0.253 -0.966
C: 0.289 0.639 -2.332
S: -1.545 -0.226 -0.309
C: -1.597 0.485 1.232
C: -2.356 -0.079 2.169
Cl: -2.216 0.326 3.771
H: 3.032 -1.406 0.017
H: 2.566 -1.083 -1.739
H: 1.174 0.068 0.984
H: 1.400 0.994 -2.408
H: -0.560 0.653 -2.894
H: -0.680 1.233 1.426
H: -3.244 -0.882 1.721

Calculated values
HOMO   -0.294 hartree
2S+1   1
LUMO level   0.14 eV
Frontier orbital gap   8.2 eV
Structure (SMILES)   C=CC(=C)S/C=C/Cl
Strongest force on any atom   8.5 eV/Å


Q: Among the records above, which one has the highest 2S+1?
A: C22H38Br2ClIrN2O9SSi


Q: The highest 2S+1 belongs to which entry?
A: C22H38Br2ClIrN2O9SSi


Q: Which formula does entry 3 have?
A: C52H116N6O4